Entry 1:
C27H50FIN3O6 | ωB97M-V/def2-TZVPD

Output
* E_tot: -56372.498 eV
* net charge: +1
* SMILES string: CCCCCCCCC[C@@]1(I)C[N@@+](CCCO)(CON=O)[C@](CCCCCC)(N(C(C)=O)C(C)=O)[C@H](F)O1
* multiplicity: 1
* frontier orbital gap: 8.44 eV

```
88
C27H50FIN3O6 (ωB97M-V/def2-TZVPD)
C 7.6308 -0.8832 2.4525
C 7.5503 0.5487 1.8827
C 6.5068 0.7229 0.7741
C 7.0533 0.4215 -0.6427
C 6.5116 -0.8805 -1.2260
C 5.0091 -0.7891 -1.5948
C 4.2110 -2.0242 -1.1480
C 2.7539 -1.8061 -0.6976
C 2.5452 -0.5327 0.1153
C 1.1257 -0.3741 0.7304
I 1.4138 -0.6541 2.8811
C 0.5211 1.0087 0.4189
N -0.6240 0.9923 -0.5699
C -1.1223 2.4300 -0.6122
C -0.1687 3.4352 -1.2487
C -0.5714 4.8631 -0.8203
O -1.9720 4.9527 -0.5980
C -0.1900 0.6198 -1.9614
O 1.1778 0.8243 -2.1319
N 1.4038 1.5581 -3.4324
O 2.1777 1.0069 -4.0589
C -1.7522 0.0353 -0.0069
C -2.8512 -0.1384 -1.0703
C -3.9311 -1.1756 -0.7063
C -5.3490 -0.7322 -1.1133
C -6.4400 -1.4226 -0.2783
C -6.8809 -2.7543 -0.9058
C -7.8544 -3.5245 0.0052
N -2.3357 0.5725 1.1810
C -1.9286 0.3367 2.5678
C -2.3625 -0.8696 3.3502
O -1.3584 1.2438 3.1156
C -3.5884 1.3043 1.1580
C -4.7214 0.7796 1.9860
O -3.7035 2.3302 0.5390
C -1.0441 -1.3597 0.0883
F -1.6528 -2.1329 1.0369
O 0.3245 -1.4150 0.2396
H 8.5421 -1.3961 2.1514
H 6.7769 -1.4904 2.1509
H 7.6235 -0.8591 3.5412
H 7.2872 1.2157 2.7045
H 8.5430 0.8428 1.5446
H 6.1372 1.7476 0.8045
H 5.6920 0.0241 0.9767
H 8.1385 0.3202 -0.5596
H 6.8986 1.2632 -1.3204
H 6.6884 -1.6737 -0.4980
H 7.0928 -1.1294 -2.1149
H 4.9676 -0.7206 -2.6807
H 4.6421 0.1315 -1.1471
H 4.7404 -2.5807 -0.3738
H 4.1634 -2.7053 -1.9999
H 2.0824 -1.8322 -1.5581
H 2.4691 -2.6663 -0.0895
H 3.2876 -0.5380 0.9098
H 2.7718 0.3245 -0.5093
H 0.1316 1.4973 1.3079
H 1.3121 1.6424 0.0445
H -1.3812 2.7379 0.3934
H -2.0589 2.4398 -1.1565
H -0.2571 3.3987 -2.3344
H 0.8817 3.2987 -1.0034
H -0.3224 5.5518 -1.6260
H -0.0006 5.1474 0.0642
H -2.1309 5.2160 0.3108
H -0.3977 -0.4259 -2.1763
H -0.7445 1.2077 -2.6967
H -2.3994 -0.5266 -1.9832
H -3.2928 0.8122 -1.3576
H -3.7159 -2.1131 -1.2187
H -3.9277 -1.4144 0.3565
H -5.5123 -1.0653 -2.1406
H -5.4521 0.3523 -1.0806
H -6.0850 -1.6258 0.7342
H -7.3208 -0.7799 -0.2464
H -7.3843 -2.5142 -1.8417
H -5.9889 -3.3496 -1.1064
H -7.3595 -4.3593 0.4943
H -8.6966 -3.8922 -0.5763
H -8.2631 -2.8563 0.7630
H -2.9622 -0.4760 4.1714
H -2.9841 -1.5547 2.7874
H -1.4762 -1.3646 3.7354
H -5.6408 0.9134 1.4220
H -4.5996 -0.2434 2.3182
H -4.8092 1.4089 2.8753
H -1.2199 -1.8589 -0.8649
```

Here are the Mulliken charges for atoms 1 to 2, given in e: -1.009, -0.735

***

Entry 2:
C27H50FN2O14S2 | ωB97M-V/def2-TZVPD

Output
* E_tot: -84832.369 eV
* ΔE to the lowest compared entry with this formula, charge and spin: 0.922 eV
* net charge: +1
* multiplicity: 1
* frontier orbital gap: 5.09 eV

```
96
C27H50FN2O14S2 (ωB97M-V/def2-TZVPD)
O -1.4496 4.9492 1.9828
C -0.7586 5.4852 2.8004
F -1.2352 5.9232 4.0137
N 0.6819 5.6602 2.5517
C 1.3354 4.6650 3.4325
O 1.6276 4.9606 4.5476
S 1.6185 2.9549 2.6978
N 2.0281 1.8495 3.9677
C 0.9515 1.3136 4.4241
S -0.5509 1.0177 4.9039
H 0.8457 5.2884 1.5969
H 0.3999 2.5573 2.1283
O 0.4624 1.6411 -0.7726
C -0.2311 2.2297 -1.5720
O -0.5246 3.5261 -1.3659
C -1.1824 4.3677 -2.3291
C -2.6877 4.2241 -2.2446
C -0.8452 1.5146 -2.7419
H -0.7987 4.1847 -3.3345
H -0.9045 5.3917 -2.0754
H -3.0097 3.2076 -2.4765
H -3.1777 4.9080 -2.9395
H -3.0342 4.4433 -1.2321
H -1.7586 1.0147 -2.4182
H -0.1370 0.7681 -3.1021
H -1.0626 2.1638 -3.5877
O 0.2256 -1.6010 -1.8757
C 1.2780 -1.9117 -2.3885
O 1.3313 -2.1548 -3.7059
C 2.5525 -2.3520 -4.4388
C 3.0109 -3.7921 -4.3554
C 2.5116 -2.1199 -1.5540
H 3.3215 -1.6468 -4.1153
H 2.3264 -2.1048 -5.4769
H 3.2324 -4.0856 -3.3282
H 3.9071 -3.9461 -4.9591
H 2.2272 -4.4626 -4.7128
H 2.4932 -3.1265 -1.1333
H 2.5054 -1.3902 -0.7432
H 3.4422 -1.9682 -2.0966
O 2.4772 -6.5558 -2.2220
C 3.0542 -6.5624 -1.1614
O 4.3474 -6.1823 -1.1012
C 5.0690 -5.9822 0.1206
C 5.6389 -7.2857 0.6407
C 2.3791 -7.0742 0.0807
H 4.4505 -5.4696 0.8613
H 5.8886 -5.3028 -0.1200
H 4.8519 -8.0026 0.8800
H 6.2337 -7.1133 1.5399
H 6.2729 -7.7518 -0.1164
H 2.4536 -8.1619 0.1079
H 1.3341 -6.7889 0.0436
H 2.7775 -6.6577 1.0032
O -4.9558 -2.1761 -6.4654
C -4.3797 -2.1981 -5.4076
O -3.0843 -1.8332 -5.3416
C -2.3608 -1.6506 -4.1174
C -1.8038 -2.9599 -3.6045
C -5.0595 -2.7159 -4.1682
H -2.9753 -1.1362 -3.3735
H -1.5340 -0.9785 -4.3528
H -2.5975 -3.6729 -3.3694
H -1.2091 -2.7953 -2.7052
H -1.1731 -3.4284 -4.3627
H -4.9951 -3.8044 -4.1530
H -6.1080 -2.4184 -4.2012
H -4.6550 -2.3131 -3.2413
O 0.4620 9.7841 2.1300
C -0.1237 9.8698 3.1816
O -0.6265 11.0513 3.5751
C -1.4874 11.2238 4.7095
C -0.6872 11.3704 5.9877
C -0.2195 8.6850 4.1051
H -2.2261 10.4210 4.7661
H -2.0455 12.1431 4.5280
H -0.0990 10.4758 6.2007
H -1.3488 11.5580 6.8353
H 0.0176 12.1998 5.9014
H 0.6964 8.6131 4.6933
H -0.3278 7.7932 3.5015
H -1.0802 8.7118 4.7708
O 0.1793 -6.9815 1.7299
C -0.6057 -6.0677 1.7856
O -0.2980 -4.9618 2.4935
C -1.0731 -3.7579 2.4760
C -2.2171 -3.8279 3.4676
C -1.9653 -6.1778 1.1512
H -1.4089 -3.5229 1.4635
H -0.3926 -2.9560 2.7685
H -2.9158 -4.6286 3.2214
H -2.7669 -2.8844 3.4872
H -1.8383 -4.0353 4.4708
H -2.6345 -6.7093 1.8289
H -1.8679 -6.7446 0.2247
H -2.4052 -5.2199 0.8797
```

Here are the Mulliken charges for atoms 1 to 2, given in e: -0.411, 0.556

***

Entry 3:
C27H50IrOP2 | ωB97M-V/def2-TZVPD

Output
* E_tot: -52248.844 eV
* ΔE to the lowest compared entry with this formula, charge and spin: 2.073 eV
* net charge: +2
* multiplicity: 6
* frontier orbital gap (spin up / spin down): 5.93 / 5.81 eV

```
81
C27H50IrOP2 (ωB97M-V/def2-TZVPD)
Ir 0.4002 -1.1819 0.8942
C -1.4287 -1.3643 2.8973
C -1.0229 -2.1856 1.7322
C 0.5725 -2.2769 3.5179
C -0.4559 -1.4013 3.8922
C 0.3660 -2.7312 2.1785
C -2.6498 -0.5463 2.8598
H -3.1167 -0.5875 1.8725
H -2.4434 0.5148 3.0449
H -3.4101 -0.8490 3.5880
C -0.5017 -0.6394 5.1772
H -1.5462 -0.4843 5.4682
H -0.0392 0.3643 5.1204
H 0.0203 -1.1801 5.9828
C 1.7490 -2.6852 4.2994
H 1.5207 -2.5908 5.3604
H 2.6562 -2.1014 4.0970
H 2.0244 -3.7236 4.1136
C 0.9878 -3.9093 1.5285
H 0.2939 -4.7665 1.5686
H 1.9588 -4.1154 2.0242
H 1.1931 -3.6546 0.4690
C -1.9225 -3.1393 1.0071
H -2.1545 -4.0291 1.6126
H -1.4615 -3.5045 0.0873
H -2.8717 -2.6660 0.7357
C -1.6444 2.8661 -1.2420
C -2.3079 1.8796 -2.0670
C -2.6786 0.7255 -1.1423
C -1.4883 -0.2617 -1.2570
C -0.0603 0.4698 -1.3511
C 0.8487 1.5361 -1.4544
C 0.7396 2.8060 -2.1962
C -0.4468 3.6061 -1.5353
H -3.6452 0.2970 -1.4461
H -1.6135 -0.9251 -2.1555
H -2.7595 1.0526 -0.0851
H -0.7510 4.4527 -2.1427
H -2.3246 3.3289 -0.4954
H -3.2018 2.3552 -2.5627
H -0.1084 4.0000 -0.5679
H 1.7037 3.3694 -2.0740
H 1.6814 1.5118 -0.7215
H 0.6487 2.6964 -3.3123
H -1.5914 -0.9421 -0.3893
H 0.7969 -1.3687 -0.6515
P -1.3374 1.1692 -3.5641
C -1.3106 2.6519 -4.6694
C -2.5893 0.0894 -4.3806
P 1.0386 -0.4080 -2.3950
C 0.3038 0.3972 -3.9059
C 0.7360 -2.1687 -2.7915
C 2.8414 -0.3455 -2.4812
H -0.3206 3.1352 -4.6961
H -2.0483 3.4100 -4.3736
H -1.5309 2.3370 -5.7028
H -2.5390 0.1856 -5.4738
H -3.6207 0.3389 -4.0748
H -2.4222 -0.9656 -4.1392
H 3.2182 0.1654 -3.3777
H 3.2175 -1.3739 -2.5504
H 3.3460 0.1019 -1.6170
H 1.0345 1.0727 -4.3891
H 0.1486 -0.4353 -4.5991
H 1.6702 -2.6932 -2.5536
H 0.4870 -2.3006 -3.8499
H -0.0785 -2.5799 -2.1805
C 0.6520 1.7971 2.1175
C 2.0086 1.1067 2.0064
C 3.0558 2.0671 1.4183
C 2.5453 0.7155 3.3830
O 2.0144 -0.0724 1.1815
H 0.3410 2.1732 1.1406
H 0.7277 2.6330 2.8224
H -0.1128 1.1030 2.4768
H 3.2334 2.9238 2.0921
H 3.9993 1.4960 1.2999
H 2.7232 2.4440 0.4376
H 1.8072 0.1078 3.9175
H 3.4395 0.1053 3.1970
H 2.8055 1.5952 3.9948
```

Here are the Mulliken charges for atoms 1 to 2, given in e: 1.539, 0.224

***

Entry 4:
C27H51Cl9O12 | ωB97M-V/def2-TZVPD

Output
* E_tot: -166099.156 eV
* net charge: 0
* SMILES string: CCOC(C)=O.CCOC(C)=O.CCOC(C)=O.CCOC(C)=O.CCOC(C)=O.CCOC(C)=O.ClC(Cl)Cl.ClC(Cl)Cl.ClC(Cl)Cl
* multiplicity: 1
* frontier orbital gap: 10.53 eV

```
99
C27H51Cl9O12 (ωB97M-V/def2-TZVPD)
C 10.3106 17.4499 10.1510
C 11.6354 17.6212 10.8930
O 11.5328 18.3612 12.1606
C 11.1229 17.6476 13.2261
C 11.2897 18.4384 14.4807
O 10.8289 16.4391 13.1249
H 9.8339 18.3861 9.8837
H 9.6580 16.7904 10.6619
H 10.6524 17.0111 9.2153
H 12.0717 16.7071 11.1940
H 12.3597 18.2211 10.3542
H 11.2840 19.5342 14.3205
H 12.2725 18.1495 14.8546
H 10.4981 18.2148 15.1819
C 17.2457 9.4746 11.5737
C 17.5186 10.8070 12.1753
O 18.3344 10.5585 13.3497
C 18.7222 11.7173 13.9307
C 19.5513 11.6028 15.2024
O 18.4322 12.8209 13.4267
H 16.6299 9.6651 10.7025
H 16.7487 8.8048 12.2340
H 18.1783 9.0131 11.2624
H 18.0631 11.3949 11.4161
H 16.7035 11.4074 12.4546
H 19.8897 10.5699 15.4346
H 18.9148 11.9448 16.0252
H 20.4161 12.2914 15.1537
C 15.3288 11.4161 15.4539
C 15.7009 12.2245 16.6935
O 16.6119 13.2450 16.2919
C 16.9267 14.1825 17.1610
C 18.0261 15.1301 16.7042
O 16.3897 14.2734 18.2615
H 14.4976 10.7584 15.7015
H 16.1871 10.8145 15.2012
H 15.1256 11.9751 14.5610
H 14.8468 12.6764 17.2398
H 16.2699 11.5529 17.3984
H 18.1258 15.1635 15.6130
H 18.9703 14.6728 17.0272
H 17.8989 16.1140 17.1018
C 18.2351 17.8835 10.7093
C 17.7263 19.2653 10.3143
O 16.7369 19.8294 11.1556
C 15.6778 19.1193 11.4500
C 14.7011 19.8952 12.3212
O 15.4166 18.0120 11.0329
H 18.5399 17.9287 11.7576
H 19.1978 17.7605 10.2080
H 17.6121 17.0211 10.4873
H 18.4698 20.0708 10.2598
H 17.2762 19.2276 9.2981
H 13.6362 19.7325 12.0892
H 14.9701 20.9456 12.3230
H 14.8062 19.4995 13.3478
C 12.4583 7.5311 12.0293
C 12.7423 8.3889 13.2499
O 11.6679 9.3894 13.3329
C 11.5510 9.9979 14.5427
C 10.4352 11.0456 14.5480
O 12.2742 9.7414 15.5046
H 11.4630 7.1143 12.1487
H 13.1963 6.7352 12.0153
H 12.4712 8.0848 11.1324
H 12.7757 7.8327 14.1743
H 13.6754 8.9062 13.0507
H 10.1814 11.2570 15.5858
H 9.5699 10.6626 13.9746
H 10.7279 11.9714 14.0224
C 14.0009 12.0057 10.9696
C 13.5408 13.2852 11.5793
O 14.7357 13.6301 12.3069
C 14.7384 14.8652 12.8407
C 15.9720 15.3171 13.5234
O 13.6994 15.5103 12.8643
H 13.2554 11.4596 10.4449
H 14.3147 11.3664 11.7865
H 14.8617 12.1874 10.3336
H 13.5762 14.1387 10.8760
H 12.5836 13.1888 12.1465
H 16.0004 15.0245 14.5624
H 16.1150 16.3773 13.5296
H 16.8816 14.8410 13.1260
Cl 12.9280 13.4299 15.3332
C 12.4247 15.0570 15.7372
Cl 13.7944 15.8826 16.4998
Cl 10.9398 15.0333 16.7803
H 12.1422 15.5464 14.8210
Cl 9.0494 12.0766 10.8188
C 8.3503 10.4916 10.8586
Cl 7.8053 10.0416 9.2615
Cl 7.1324 10.3820 12.1394
H 9.1331 9.7951 11.1259
Cl 13.3630 18.2374 7.4360
C 14.6404 17.2853 8.1237
Cl 16.1168 17.1796 7.1221
Cl 14.0904 15.6754 8.5284
H 14.9916 17.7328 9.0081
```

Here are the Mulliken charges for atoms 1 to 2, given in e: -1.399, 0.848

***

Entry 5:
C27H51N7O10 | ωB97M-V/def2-TZVPD

Output
* E_tot: -59709.203 eV
* ΔE to the lowest compared entry with this formula, charge and spin: 0.000 eV
* net charge: 0
* multiplicity: 1
* frontier orbital gap: 4.42 eV

```
95
C27H51N7O10 (ωB97M-V/def2-TZVPD)
C 1.1602 -3.0714 3.1360
C 0.1472 -2.1654 3.8010
C 0.7492 -0.7544 3.9150
C -0.3178 0.2716 4.3390
C -1.5198 0.3036 3.3080
C -2.1658 -1.0434 3.1540
N -0.9858 -2.1184 3.0140
O -1.3698 -3.1844 2.3150
C -2.9498 -1.1624 1.7740
C -2.9958 -1.4574 4.2850
C -0.2498 -2.7624 5.1880
H 2.0482 -2.9114 3.5800
H 1.5002 -2.6614 2.2360
H 0.9292 -4.1974 2.9860
H 1.0142 -0.3894 2.8060
H 1.6182 -0.6804 4.5350
H 0.1832 1.2536 4.4070
H -0.7098 0.2616 5.3920
H -1.1378 0.3326 2.2650
H -2.2718 1.0406 3.3430
H -2.4638 -0.9574 0.9260
H -3.4698 -0.1734 1.7300
H -3.5878 -2.1184 1.7600
H -4.1198 -1.2534 4.3040
H -2.6218 -1.2294 5.2780
H -3.1138 -2.6064 4.2520
H 0.6612 -3.0124 5.7520
H -0.9138 -3.6154 5.0720
H -0.4798 -1.8884 5.9170
N 0.1302 -0.2644 -0.0980
O -0.1058 -1.5134 -0.0070
O -0.8048 0.4636 -0.5280
O 1.1282 0.2496 0.4590
C -5.0818 -0.9744 -3.5320
C -3.8908 -1.0634 -2.6770
C -2.5808 -0.4744 -3.2710
C -2.5218 0.0856 -4.6930
C -3.8968 0.2996 -5.3490
C -5.0768 -0.3194 -4.7260
N -1.2938 0.5026 -5.2020
O -0.4698 0.9516 -4.3610
O -1.1558 0.7236 -6.3710
H -6.0068 -1.3594 -3.2670
H -3.9078 -1.5954 -1.7830
H -1.6728 -0.4774 -2.7390
H -3.8808 0.7996 -6.3320
H -5.8668 0.0466 -5.3010
C 1.6872 3.9576 -3.6290
O 2.3352 4.9476 -4.1180
N 1.5702 3.8706 -2.2970
C 0.8432 2.7666 -1.6780
C 2.4982 4.6446 -1.5010
H 1.1332 3.3226 -4.0950
H -0.1298 2.6186 -2.1910
H 0.4012 3.1556 -0.7890
H 1.3542 2.1316 -1.4220
H 2.5782 4.3906 -0.4510
H 2.3302 5.7606 -1.7320
H 3.2642 4.2216 -1.8900
C 2.8092 4.7626 3.0500
O 3.5622 4.4306 2.1270
N 1.6042 4.1616 3.1420
C 0.8172 4.5576 4.3360
C 1.0222 3.2546 2.1150
H 2.9382 5.4466 3.8110
H 1.3292 4.9126 5.1320
H 0.6072 3.5486 5.1000
H -0.0388 5.0066 3.9690
H 0.2142 2.6886 2.6530
H 1.7212 2.5036 1.8650
H 0.7812 3.7356 1.2340
C 5.6512 -0.5834 -3.0020
O 5.3002 -1.7624 -3.1920
N 4.8762 0.3056 -2.5340
C 5.2262 1.7896 -2.4870
C 3.4942 0.0896 -2.1080
H 6.7442 -0.1554 -2.9510
H 4.5062 2.6566 -2.3210
H 5.7462 1.8926 -3.5060
H 5.9652 1.7706 -1.7040
H 2.9572 0.8166 -2.7410
H 3.3532 0.4566 -1.0410
H 3.1222 -0.9984 -2.1340
C -2.2258 -4.1864 -0.9620
O -2.9778 -4.8464 -0.2760
N -1.6078 -4.5284 -2.1820
C -0.7508 -3.7124 -2.9710
C -1.9738 -5.8984 -2.6460
H -2.4618 -3.0844 -0.7580
H -0.3648 -4.2174 -3.9760
H 0.1002 -3.3164 -2.3770
H -1.2368 -2.6554 -3.3510
H -2.9738 -6.3724 -2.5290
H -1.1828 -6.5304 -2.2140
H -2.1318 -5.8574 -3.7670
```

Here are the Mulliken charges for atoms 1 to 2, given in e: -1.859, 1.223